The following is a quantum chemistry calculation of a cluster of 13 separate species, C39H111N7O18 in total, from the OMol25 dataset.

Calculated values
Charge ... 0
Kohn-Sham gap ... 8.174 eV
Lowest unoccupied orbital energy ... 0.045 eV

```
175
Properties=species:S:1:pos:R:3:forces:R:3:lowdin_charge:R:1
H 2.05240 5.55923 -0.75574 0.03 0.02 -0.18 0.05
C -1.59865 0.53642 -5.07010 0.51 0.20 0.02 -0.21
C -1.82848 5.33042 -0.60114 -0.55 -0.18 -0.69 -0.09
C 0.85582 3.98328 -4.22922 -0.70 0.09 0.06 -0.20
H -2.40163 1.32525 -2.86118 -0.15 -0.67 0.26 0.05
H -4.59046 1.50834 1.90085 -0.05 0.06 0.18 0.13
H 1.74106 -4.03578 5.57119 -0.03 0.12 0.17 0.08
H -3.12368 2.65815 7.91422 0.08 0.02 -0.04 0.07
H -1.67625 -2.58087 -0.56585 -0.56 -0.28 -0.13 0.09
H 1.52153 1.32990 -3.81358 0.07 0.07 -0.50 0.08
C 2.62203 -3.63487 -1.05091 0.52 0.32 -0.19 -0.12
O -3.00284 2.12534 0.79113 -0.04 0.47 0.10 -0.08
C -2.92131 1.24431 -4.76297 -0.12 -0.62 0.39 -0.40
C 2.09697 -5.91765 -1.22704 -0.49 -0.02 0.28 -0.22
C -3.65989 2.06577 2.05649 -0.35 -1.07 0.24 -0.19
H -3.81472 3.23941 -5.09497 -0.15 -0.39 -0.23 0.08
H -0.24576 -3.54712 -3.28557 0.00 0.17 0.18 0.07
C -1.16676 -3.55288 -0.63309 0.85 0.53 -0.19 -0.22
H -0.78061 -0.45383 -2.11481 -0.17 0.01 -0.10 0.12
H -2.10279 -0.96557 -7.05922 -0.20 0.01 -0.20 0.09
C 3.15751 -2.13629 4.48671 0.01 -0.55 -0.97 -0.43
C -1.91117 0.06909 -7.36859 -0.17 -0.03 0.26 -0.10
C -0.91822 -0.02321 -1.12507 -0.04 0.53 0.41 -0.19
H 2.23818 8.98743 -1.99379 0.12 -0.15 0.27 0.07
H -2.99713 -0.82822 6.69777 -0.20 -0.20 0.23 0.08
O -4.57107 -1.82029 2.22439 0.24 -0.34 0.03 -0.09
H -1.82824 2.47641 8.91256 -0.30 0.32 0.12 0.07
H 5.13318 -2.97227 4.67023 -0.06 -0.67 -0.29 0.13
H -2.61441 5.66133 -1.29662 0.21 0.18 -0.14 0.09
H -4.85348 -4.55126 1.76864 0.07 0.07 -0.02 0.09
H 1.49424 2.74356 1.15620 0.00 -0.24 0.28 0.12
H -0.11935 -3.23005 -0.77089 0.16 -0.46 0.16 0.10
H 2.96524 2.38272 3.19348 0.07 -0.16 0.07 0.12
H 2.49251 2.79249 -0.78149 -0.34 -0.34 -0.17 0.04
H 2.11317 -3.40879 -0.10769 0.04 -0.09 0.09 0.07
H 1.95483 6.90672 0.34806 0.03 0.24 -0.05 0.09
O -0.53906 5.67023 -1.04588 -0.08 0.18 -0.11 -0.23
H -1.50139 1.98827 6.12794 0.01 0.08 -0.03 0.12
H -3.92048 3.04826 2.45906 0.25 0.10 -0.08 0.12
O 2.67182 0.60878 2.15437 0.14 -0.57 -0.09 -0.10
H 5.12684 1.77990 0.04161 -0.07 0.15 -0.32 0.03
C 3.20943 1.90529 2.23402 -0.52 0.80 0.16 -0.23
H -1.73408 1.57477 -0.39749 0.08 0.17 0.05 0.04
H -0.25283 1.68945 7.37186 0.04 0.15 -0.07 0.12
H 3.00557 5.60261 -6.12794 -0.15 -0.04 -0.19 0.09
H 0.59368 4.14684 -1.64009 0.12 -0.14 0.11 0.05
N 1.33608 8.78026 -1.57546 -0.19 0.36 -0.10 0.03
H -1.37449 0.07081 -8.31484 0.20 0.03 0.12 0.09
H 7.11191 -0.19462 -0.39819 0.03 0.18 0.15 0.12
N -3.19901 0.89456 -3.34982 0.41 0.97 0.05 0.05
H 4.55213 -0.79471 3.83625 -0.25 -0.28 -0.24 0.09
C 0.36946 0.47055 5.14864 0.26 0.06 0.80 -0.10
H -0.82436 0.96803 -4.42520 0.02 0.14 -0.03 0.11
H -1.60669 -0.52920 -4.81041 -0.50 -0.07 -0.02 0.12
C -3.32781 0.08689 7.17980 -0.07 0.78 0.00 -0.05
H 3.66965 -3.90612 -0.86259 -0.09 -0.22 0.26 0.09
H 3.62472 -2.46339 2.37044 0.25 -0.24 0.23 0.08
H 0.04243 -3.19847 1.62794 -0.01 0.17 0.02 0.07
H -5.94294 -2.44422 -2.79060 -0.04 0.07 0.01 0.07
H 0.44657 -0.28967 4.37511 -0.09 -0.08 0.06 0.08
C 0.36439 -0.09587 -0.34897 1.06 -0.27 0.09 -0.21
O -4.05462 -1.74781 -2.56492 0.01 0.39 -0.05 -0.18
H -3.69941 2.22704 0.13510 0.12 -0.01 -0.10 0.10
H 3.11168 6.96203 -1.01104 0.09 -0.11 0.19 0.08
C -5.53340 -3.19648 0.55830 0.37 0.34 -0.28 -0.24
C 6.12289 0.21945 -0.60787 -0.05 0.68 0.44 -0.22
H -2.09545 5.76830 0.36423 0.33 -0.20 0.22 0.09
O -0.62931 0.11969 6.09019 -0.45 -0.01 -0.42 -0.19
N 2.24056 -6.99662 -3.46772 0.31 0.43 0.40 0.04
H 3.22325 -7.11936 -3.21664 -0.06 -0.23 -0.20 0.07
H 2.86392 1.55771 -2.76437 0.01 0.23 0.09 0.07
H 6.04181 0.35747 -1.68870 -0.25 -0.68 -0.12 0.12
H 4.10499 -0.56899 5.29677 -0.56 0.50 0.04 0.09
O 6.05731 1.54728 -0.07230 0.18 -0.37 0.53 -0.08
H -1.83064 -2.70429 -3.20013 0.07 0.02 0.24 0.05
N 1.02295 3.24447 -1.85256 -0.22 0.31 -0.04 0.07
H 5.26510 -1.71758 -0.41049 -0.04 0.00 0.03 0.11
H 1.30403 0.53665 5.71726 0.29 0.09 -0.42 0.08
C -1.32030 -3.66676 -3.12457 0.34 -0.35 -0.44 -0.06
H 2.55574 -3.68964 3.10393 0.07 0.00 -0.07 0.09
C -5.31055 -1.66100 -3.21387 0.01 -0.57 0.20 -0.16
H -3.57255 -0.92106 -2.78414 -0.13 -0.08 0.00 0.03
H 1.59362 -5.96840 -0.24937 -0.21 0.09 -0.07 0.13
C -2.84870 2.73953 -4.98226 0.34 1.21 -0.33 -0.05
C -1.61469 -4.38480 -1.81738 -1.21 0.33 0.02 -0.40
H 3.15011 -6.14926 -1.00567 0.10 -0.01 -0.31 0.13
C 2.56070 -4.55118 6.07893 0.02 0.18 -0.49 -0.09
N -3.07302 -4.65639 -1.73775 1.06 -0.17 -0.38 0.07
O -1.12571 0.70133 -6.38233 0.27 0.36 -0.24 -0.18
H 1.33212 6.99733 -2.63537 -0.63 -0.52 -0.02 0.12
H 0.17749 1.44554 4.68957 -0.10 -0.03 -0.09 0.08
H -1.87612 1.72707 3.32878 -0.40 0.76 0.09 0.11
H -1.87281 4.24271 -0.62029 0.00 -0.01 0.50 0.07
C 5.05078 -0.70621 -0.05147 -0.60 0.12 -0.64 -0.24
H 0.23605 2.59385 -1.87589 0.23 -0.18 -0.08 0.07
C 1.71966 3.36552 -3.13290 0.55 0.24 -0.19 -0.41
H -1.68926 0.19738 8.57150 -0.07 -0.15 -0.06 0.14
H -0.97212 7.51127 -1.94365 -0.42 -0.22 0.18 0.13
N -2.65511 2.01521 8.54372 0.44 -0.41 -0.03 0.03
O 3.05040 2.32199 -0.12166 0.23 0.40 0.62 -0.12
H -3.81490 0.70148 6.41203 0.26 0.09 -0.10 0.07
H -3.93355 1.50371 -2.98571 -0.36 -0.29 -0.36 0.09
H 2.55778 4.04935 -2.94699 -0.05 0.00 0.02 0.12
N 3.68368 -0.76803 4.38457 1.23 -0.27 0.68 0.03
H -3.25993 -4.95767 -0.78781 -0.49 0.27 -0.04 0.05
H 2.66925 -4.18229 7.10088 -0.16 -0.08 0.12 0.10
H 4.95648 -0.75835 1.04057 0.69 0.26 0.08 0.10
C -2.82945 1.26351 3.05002 1.24 -0.55 -0.28 -0.19
H 0.25498 4.82996 -3.85955 0.31 0.18 0.26 0.12
H 2.44530 -8.63125 -1.16434 0.06 0.06 0.00 0.08
C -0.33316 7.05478 -1.17414 0.50 0.39 -0.49 -0.20
H -0.51569 7.54394 -0.21137 0.04 0.15 -0.02 0.13
H -4.95395 -1.14232 0.33274 -0.06 -0.15 -0.27 0.11
C -4.56718 -2.05409 0.80941 -0.42 0.69 0.66 -0.23
H 4.35665 -2.59790 6.16602 -0.01 -0.08 0.09 0.12
H -1.67704 -4.25599 -3.97267 -0.11 -0.11 0.13 0.08
H -1.06389 -4.21341 2.55516 -0.18 0.07 0.07 0.09
H 1.73854 6.38028 -5.09666 0.04 0.14 -0.34 0.08
O -2.38901 -0.00587 2.53309 -0.61 0.45 -0.11 -0.09
H -3.69245 0.79212 -5.39215 -0.10 0.15 0.03 0.13
O 3.77775 -4.39058 5.37193 0.22 -0.37 -0.67 -0.17
H 2.23431 -2.10116 5.06606 0.07 0.19 0.11 0.12
C -1.08758 1.23779 6.81662 0.01 -0.31 0.01 -0.23
O 1.55735 4.35724 -5.38600 0.33 -0.44 -0.53 -0.17
H -6.40489 -3.00074 1.18911 -0.15 0.00 -0.12 0.12
H -5.23082 -1.87888 -4.28338 0.01 0.23 -0.06 0.08
H 0.72558 -8.36317 -0.75190 0.20 0.10 0.19 0.08
H 2.30045 -5.60511 6.03844 0.24 -0.09 0.29 0.09
H 3.43306 0.48052 -0.23406 0.29 -0.09 0.09 0.03
C -2.16215 0.83068 7.81625 -0.21 0.23 -0.04 -0.44
H -1.10617 -5.34966 -1.77304 0.17 0.08 -0.02 0.12
C 2.11432 6.64648 -0.69992 -0.09 0.00 -0.04 -0.05
H 0.95121 0.24839 1.48480 0.03 0.15 0.05 0.05
H -2.84917 0.61395 -7.52713 -0.08 -0.21 0.03 0.08
H 2.22360 -6.05331 -3.85384 -0.09 -0.13 -0.12 0.07
C 2.36933 5.49533 -5.25708 -0.28 0.28 1.02 -0.11
H -2.39048 3.32809 -4.17494 0.16 -0.66 0.33 0.07
H -4.09999 -0.01453 7.94246 0.10 -0.62 0.01 0.08
H 0.90633 -1.04727 -0.42703 -0.63 -0.36 0.00 0.11
H 2.86871 3.81407 1.34524 0.19 -0.04 -0.08 0.12
O -1.33497 1.34742 -1.25084 0.33 -0.01 -0.14 -0.12
H 0.09434 3.25978 -4.53872 0.20 -0.17 -0.15 0.11
H -1.73272 -0.51085 -0.58844 0.13 -0.53 -0.12 0.11
C 1.09979 7.32849 -1.61581 0.81 0.10 0.34 -0.43
H -3.55612 -2.20396 0.42558 -0.09 -0.39 -0.03 0.09
H -5.80444 -0.70127 -3.04360 0.04 0.08 -0.10 0.07
O 3.76606 -0.37792 -0.54970 -0.33 -0.32 -0.50 -0.10
H -3.53145 -3.77791 -1.96333 -0.25 -0.11 0.40 0.03
H 2.70003 -2.71879 -1.63864 -0.41 -0.03 -0.06 0.08
C 1.49869 -6.93425 -2.19395 0.57 -0.19 0.06 -0.44
O -5.00545 -4.48030 0.82043 0.04 -0.10 0.15 -0.06
H -1.65736 0.19095 1.92112 0.09 -0.34 0.05 0.05
H -3.77678 -1.31976 2.46306 0.03 0.04 -0.16 0.03
C 1.47396 -8.31619 -1.54485 -0.74 0.05 -0.45 -0.07
H -1.66144 -2.68209 1.81544 0.02 0.05 0.16 0.08
H 0.69485 9.27062 -2.19580 -0.20 -0.16 0.17 0.07
H 1.97702 -2.08103 2.64394 -0.14 -0.03 0.26 0.07
H 1.13388 -9.02072 -2.30538 0.22 -0.12 0.03 0.08
H 3.05098 2.16026 -4.37847 -0.37 -0.01 -0.36 0.09
H 3.08370 0.03419 2.83833 -0.46 0.55 0.02 0.03
O -1.33644 -4.28990 0.55143 0.05 -0.07 0.17 -0.17
H 4.29892 1.93071 2.12137 0.02 -0.20 -0.04 0.12
H -3.39495 1.07444 3.96160 -0.11 0.03 -0.06 0.11
C -0.99698 -3.54349 1.70070 0.19 -0.25 -0.37 -0.08
H 1.12365 0.57888 -0.76607 -0.41 0.43 0.00 0.10
C 4.17180 -3.06644 5.17993 -0.39 1.28 1.01 -0.22
H -5.82564 -3.18053 -0.49199 -0.05 -0.13 0.02 0.10
H 0.48846 -6.62578 -2.46508 -0.08 -0.01 0.23 0.12
O 0.09912 0.21165 1.01606 -0.17 0.05 0.01 -0.07
C 2.81306 -2.63057 3.08694 -0.25 0.14 -0.30 -0.04
H -2.22175 3.01152 -5.83820 -0.28 -0.25 -0.22 0.08
C 2.31946 2.04207 -3.58372 0.02 -0.41 0.91 -0.02
C 2.58934 2.76983 1.15995 0.12 -0.03 -0.45 -0.21
O 1.96412 -4.63088 -1.78948 0.16 0.06 -0.12 -0.20
H 3.00737 5.45294 -4.36453 0.15 -0.15 -0.16 0.08
```
Positions in Å, forces in eV/Å.